{"formula": "C21H16Cl2N4OS", "method": "ωB97M-V/def2-TZVPD", "e_tot_ev": -65926.4427, "homo_ha": -0.3091, "smiles": "Cc1cccc(-n2c(SCC(=O)Nc3ncc(Cl)cc3Cl)nc3ccccc32)c1", "gap_ev": 8.658, "multiplicity": 1, "symbols": ["Cl", "Cl", "S", "O", "N", "N", "N", "N", "C", "C", "C", "C", "C", "C", "C", "C", "C", "C", "C", "C", "C", "C", "C", "C", "C", "C", "C", "C", "C", "H", "H", "H", "H", "H", "H", "H", "H", "H", "H", "H", "H", "H", "H", "H", "H"], "coordinates": [[0.7668, 0.2591, -2.7041], [5.4781, -0.7033, -0.2641], [-0.7928, 2.3250, 1.8692], [-0.5133, 4.4609, -0.6443], [0.8121, 2.6957, -0.9984], [1.2004, 0.5129, 1.9136], [2.8159, 2.1830, 0.0821], [-0.5612, -0.1464, 0.6929], [-3.5785, 0.8295, -1.1920], [3.8732, 1.4149, 0.2499], [3.1230, -0.1107, -1.4346], [-2.6551, -1.2814, 0.3328], [0.2509, 3.6531, -0.1754], [1.8905, 1.8573, -0.8053], [2.0108, 0.6920, -1.5852], [0.0166, 0.8248, 1.4726], [-4.7933, -2.5500, -0.0098], [-4.3736, -0.2834, -0.9940], [1.5149, -3.1544, 0.1014], [1.4641, -0.7318, 1.4101], [-1.8507, -0.1660, 0.1259], [4.0789, 0.2636, -0.4957], [2.5885, -2.7511, 0.8995], [0.3637, -1.1666, 0.6346], [2.5845, -1.5418, 1.5597], [0.3846, -2.3761, -0.0427], [-2.3119, 0.8961, -0.6390], [-3.9208, -1.3522, -0.2270], [0.5017, 3.5002, 1.3006], [-0.4428, -2.6896, -0.6611], [-5.7238, -2.2553, 0.4732], [-5.0469, -3.0113, -0.9635], [-2.2882, -2.0896, 0.9490], [-4.2968, -3.2888, 0.6137], [3.4435, -3.4039, 0.9921], [1.5701, -4.1032, -0.4113], [-3.9410, 1.6555, -1.7844], [4.5765, 1.7393, 1.0020], [0.3033, 4.4369, 1.8159], [-5.3591, -0.3272, -1.4337], [-1.6973, 1.7664, -0.7978], [1.4753, 3.0870, 1.5473], [3.4113, -1.2214, 2.1720], [3.2385, -1.0119, -2.0154], [0.4094, 2.6642, -1.9309]], "forces_ev_per_angstrom": [[-0.02, -0.02, -0.06], [0.26, -0.12, 0.08], [-0.03, 0.32, 0.24], [-0.17, 0.22, 0.00], [-0.33, 0.05, -0.67], [-0.06, 0.34, 0.36], [-0.21, 0.38, -0.35], [0.38, 0.04, 0.10], [-0.03, 0.00, 0.01], [0.18, -0.38, -0.11], [0.11, 0.27, 0.18], [0.05, 0.14, 0.01], [0.27, -0.07, 0.07], [0.54, -0.48, 0.00], [0.13, 0.10, 0.27], [0.15, 0.26, 0.34], [-0.04, 0.00, -0.01], [0.04, -0.04, 0.05], [-0.08, -0.05, -0.11], [-0.59, -0.40, -0.43], [-0.57, 0.04, -0.34], [-0.40, 0.23, -0.23], [0.22, -0.02, 0.12], [0.68, -0.16, 0.25], [-0.17, -0.06, 0.03], [-0.17, -0.06, -0.12], [0.11, -0.08, -0.01], [0.04, 0.06, -0.06], [-0.38, -0.28, 0.19], [-0.05, -0.05, -0.06], [-0.07, -0.06, 0.04], [-0.04, -0.08, -0.02], [0.03, -0.08, 0.06], [-0.02, -0.08, 0.03], [0.09, -0.05, 0.01], [-0.01, -0.08, -0.04], [-0.03, 0.08, -0.06], [0.18, -0.10, 0.06], [0.03, -0.01, -0.08], [-0.12, 0.00, -0.05], [0.07, 0.03, -0.02], [-0.09, 0.15, 0.05], [0.14, 0.04, 0.07], [-0.01, -0.08, -0.04], [0.00, 0.13, 0.26]], "mulliken_charge": [-0.17, -0.19, -0.13, -0.62, 0.00, -0.59, -0.39, 0.73, -1.07, -0.67, -0.72, -0.58, 0.26, 0.32, 0.49, 0.12, -1.56, -0.48, -0.81, 0.70, 0.02, 0.35, -0.56, 0.29, -0.84, -0.64, -0.26, 0.81, -0.49, 0.59, 0.35, 0.35, 0.49, 0.35, 0.42, 0.41, 0.43, 0.40, 0.45, 0.43, 0.42, 0.30, 0.56, 0.45, 0.27]}